Record 1
Below is C16H21BrGeINPtS as an isolated structure, with properties calculated with wB97M-V/def2-TZVPD.

Element x y z (Å)
Pt1 -0.780 0.702 0.678
C1 -2.704 -2.701 0.467
C2 -2.461 -1.741 1.596
C3 -2.131 -2.170 2.854
C4 -1.890 -1.236 3.888
C5 -1.926 0.083 3.535
Br1 -1.563 1.387 4.916
N1 -2.233 0.577 2.347
C6 -2.520 -0.340 1.343
H1 -3.153 -3.629 0.829
H2 -1.758 -2.944 -0.027
H3 -3.360 -2.258 -0.285
H4 -2.058 -3.233 3.062
H5 -1.677 -1.541 4.900
H6 -3.212 0.010 0.577
I1 -1.435 3.323 0.226
S1 0.976 -0.802 1.961
C7 2.491 0.036 1.764
C8 2.581 1.391 1.392
C9 3.806 2.021 1.264
C10 4.990 1.331 1.506
C11 4.923 -0.004 1.880
C12 3.699 -0.642 2.008
H7 1.662 1.930 1.208
H8 3.839 3.066 0.976
H9 5.950 1.826 1.405
H10 5.839 -0.556 2.072
H11 3.652 -1.685 2.297
C13 -2.394 -0.130 -3.221
Ge1 -0.532 0.519 -2.862
C14 0.583 -0.392 -4.264
C15 -0.569 2.383 -3.567
C16 0.066 0.189 -1.078
H12 -2.740 0.179 -4.211
H13 -3.065 0.293 -2.470
H14 -2.452 -1.219 -3.152
H15 0.058 -0.375 -5.224
H16 0.807 -1.432 -4.012
H17 1.532 0.136 -4.385
H18 -1.081 2.397 -4.534
H19 0.453 2.742 -3.713
H20 -1.074 3.071 -2.889
H21 0.862 -0.562 -1.055

Force components x, y, z for each atom (eV/Å):
Pt 1.012 -0.605 -0.184
C 0.079 0.096 0.043
C 0.109 -0.497 0.267
C -0.121 0.101 -0.339
C 0.039 0.200 0.060
C 0.134 -0.215 0.288
Br 0.009 -0.041 -0.119
N -0.520 0.030 0.059
C -0.359 0.254 0.099
H 0.005 -0.017 -0.026
H -0.018 0.045 -0.050
H -0.009 -0.021 -0.017
H -0.008 -0.009 0.002
H 0.021 0.016 -0.001
H 0.029 -0.019 -0.002
I -0.134 0.491 -0.144
S -0.335 0.134 -0.202
C 0.066 0.029 0.020
C -0.038 -0.176 0.037
C 0.049 -0.040 0.033
C 0.119 0.130 -0.025
C 0.012 -0.084 0.035
C 0.026 0.097 -0.058
H -0.053 0.081 -0.058
H -0.029 -0.004 -0.011
H -0.018 -0.005 -0.006
H -0.019 -0.012 0.004
H 0.002 -0.004 -0.007
C 0.174 0.035 0.206
Ge -0.350 0.120 -0.512
C -0.042 0.022 0.204
C 0.071 -0.104 0.156
C 0.005 -0.003 0.030
H 0.050 0.017 -0.015
H 0.009 0.005 -0.008
H 0.028 0.008 0.012
H -0.014 0.020 0.008
H -0.044 0.013 0.038
H -0.007 0.000 0.019
H 0.022 -0.071 -0.008
H -0.006 -0.001 0.019
H 0.006 -0.081 0.065
H 0.047 0.065 0.092

Charge: -2
E_HOMO (spin up / spin down), eV: 0.464 / -0.950
Relative energy (zero: lowest compared OMol25 entry of this formula, charge and spin), kcal per mole: 17.31
2S+1: 3
Expectation value of S²: 2.016
LUMO (spin up / spin down), eV: 4.796 / 4.777

In the natural (NBO) picture, each atom carries the following charge in e: Pt 0.631; C -0.626; C -0.046; C -0.209; C -0.360; C 0.217; Br -0.043; N -0.580; C -0.110; H 0.189; H 0.228; H 0.207; H 0.190; H 0.211; H 0.198; I -0.726; S -0.366; C -0.155; C -0.253; C -0.202; C -0.299; C -0.248; C -0.208; H 0.237; H 0.193; H 0.182; H 0.180; H 0.192; C -1.086; Ge 1.561; C -1.085; C -1.086; C -0.998; H 0.198; H 0.228; H 0.207; H 0.199; H 0.210; H 0.210; H 0.193; H 0.209; H 0.254; H 0.160

=====

Record 2
Below is C16H21Cl2N5O4Re as an isolated structure, with properties calculated with wB97M-V/def2-TZVPD.

Element x y z (Å)
Re1 0.217 -0.077 0.005
N1 2.382 0.247 -0.107
C1 2.960 0.946 1.094
C2 2.719 0.145 2.365
C3 1.285 0.267 2.869
O1 1.012 0.610 3.976
O2 0.314 -0.098 2.000
H1 2.944 -0.587 -0.275
H2 2.555 0.856 -0.909
H3 2.493 1.928 1.169
H4 4.030 1.086 0.947
H5 3.368 0.496 3.162
H6 2.935 -0.915 2.193
Cl1 -5.732 4.161 0.311
C4 -4.544 2.959 0.114
C5 -4.924 1.616 -0.025
C6 -3.976 0.631 -0.174
Cl2 -4.445 -1.006 -0.359
C7 -2.594 0.934 -0.145
O3 -1.726 -0.049 -0.227
C8 -2.225 2.308 -0.046
C9 -0.867 2.717 -0.149
O4 0.143 1.970 -0.213
C10 -3.207 3.299 0.073
H7 -5.973 1.350 -0.011
H8 -0.688 3.793 -0.220
H9 -2.913 4.338 0.151
C11 -0.717 -2.739 1.232
N2 -0.888 -4.153 1.152
C12 0.414 -4.818 1.101
N3 1.143 -4.382 -0.098
C13 1.353 -2.972 -0.052
N4 0.039 -2.200 0.009
C14 -0.777 -2.663 -1.215
N5 -0.936 -4.079 -1.238
C15 -1.659 -4.517 -0.037
C16 0.369 -4.739 -1.289
H10 -0.152 -2.478 2.125
H11 -1.685 -2.236 1.272
H12 0.272 -5.896 1.061
H13 0.991 -4.575 1.994
H14 1.897 -2.649 -0.945
H15 1.928 -2.724 0.844
H16 -0.254 -2.334 -2.120
H17 -1.754 -2.193 -1.161
H18 -1.788 -5.597 -0.070
H19 -2.640 -4.043 -0.004
H20 0.904 -4.427 -2.188
H21 0.233 -5.818 -1.322

Force components x, y, z for each atom (eV/Å):
Re -1.408 -0.145 4.019
N -0.209 -0.003 -0.234
C -0.042 0.037 0.334
C -0.433 -0.040 -0.164
C 1.265 0.525 1.218
O -0.232 -0.175 -0.518
O -0.493 -0.404 -3.677
H -0.077 -0.030 -0.053
H 0.036 -0.042 -0.063
H 0.045 0.021 -0.092
H -0.020 -0.011 -0.141
H 0.002 0.021 -0.006
H 0.087 0.017 0.058
Cl -0.131 0.091 0.011
C 0.302 -0.151 -0.060
C -0.001 0.327 0.056
C 0.836 -0.236 0.000
Cl -0.089 -0.136 0.004
C -1.269 1.057 0.269
O 2.130 -0.371 -0.724
C 0.421 -0.772 0.009
C -0.624 0.388 0.096
O 0.084 -0.380 -0.301
C -0.307 0.261 0.010
H -0.002 -0.001 -0.021
H 0.164 -0.053 0.070
H -0.015 -0.006 -0.023
C -0.167 -0.057 0.074
N -0.170 -0.254 0.210
C -0.031 0.150 -0.074
N 0.242 -0.185 0.041
C 0.160 -0.077 -0.011
N -0.002 0.256 0.086
C -0.126 -0.166 -0.328
N -0.077 -0.107 -0.193
C 0.166 0.155 0.012
C -0.037 0.125 0.072
H 0.092 0.038 -0.056
H 0.010 0.030 -0.085
H 0.003 -0.002 -0.006
H 0.001 0.013 -0.020
H -0.088 0.043 -0.013
H -0.047 0.070 0.023
H 0.062 0.038 0.088
H -0.017 0.130 0.082
H -0.010 -0.003 -0.003
H 0.019 0.011 -0.003
H 0.004 0.001 0.018
H -0.007 0.001 0.011

Charge: +2
E_HOMO (spin up / spin down), eV: -14.851 / -14.838
2S+1: 2
Expectation value of S²: 0.770
LUMO (spin up / spin down), eV: -9.601 / -9.036

In the natural (NBO) picture, each atom carries the following charge in e: Re 1.840; N -0.832; C -0.225; C -0.538; C 0.768; O -0.452; O -0.664; H 0.418; H 0.430; H 0.230; H 0.246; H 0.291; H 0.230; Cl 0.130; C -0.052; C -0.123; C -0.105; Cl 0.089; C 0.410; O -0.638; C -0.254; C 0.469; O -0.635; C -0.125; H 0.275; H 0.209; H 0.256; C -0.078; N -0.436; C -0.082; N -0.435; C -0.067; N -0.524; C -0.087; N -0.427; C -0.079; C -0.081; H 0.226; H 0.226; H 0.234; H 0.214; H 0.203; H 0.205; H 0.208; H 0.238; H 0.233; H 0.215; H 0.212; H 0.235

=====

Record 3
Below is C16H21Cl3GeN7O2PRb as an isolated structure, with properties calculated with wB97M-V/def2-TZVPD.

Element x y z (Å)
Rb1 1.055 0.844 -0.081
N1 -4.080 -1.035 -0.427
C1 -2.905 -0.417 -0.435
N2 -1.751 -1.021 -0.610
C2 -1.774 -2.355 -0.794
N3 -0.658 -3.095 -1.039
N4 0.472 -2.492 -1.174
C3 1.354 -2.614 -2.081
C4 2.746 -2.167 -1.912
C5 3.660 -2.516 -2.888
C6 4.992 -2.167 -2.695
C7 5.332 -1.488 -1.545
C8 4.330 -1.164 -0.631
N5 3.056 -1.490 -0.800
C9 -2.990 -3.111 -0.755
C10 -3.049 -4.515 -0.900
C11 -4.259 -5.148 -0.870
C12 -5.449 -4.409 -0.700
C13 -5.424 -3.046 -0.553
C14 -4.185 -2.403 -0.579
H1 -4.920 -0.483 -0.310
H2 -2.926 0.657 -0.294
H3 1.063 -3.090 -3.016
H4 3.345 -3.056 -3.773
H5 5.740 -2.424 -3.433
H6 6.354 -1.192 -1.352
H7 4.571 -0.601 0.263
H8 -2.130 -5.069 -1.029
H9 -4.310 -6.223 -0.977
H10 -6.400 -4.925 -0.682
H11 -6.337 -2.479 -0.420
Cl1 2.849 5.481 -2.106
Ge1 2.537 3.437 -3.069
Cl2 3.491 2.195 -1.337
Cl3 0.334 3.050 -2.056
N6 1.555 4.569 0.501
C15 0.517 4.635 1.579
P1 0.372 2.995 2.391
O1 -0.942 2.305 2.110
O2 1.650 2.292 2.077
C16 0.201 3.383 4.188
N7 -0.787 2.371 4.708
H12 1.177 4.142 -0.371
H13 2.348 3.975 0.779
H14 1.920 5.479 0.206
H15 -0.427 4.942 1.133
H16 0.828 5.386 2.305
H17 -0.240 4.367 4.337
H18 1.135 3.309 4.738
H19 -0.318 1.539 5.065
H20 -1.337 2.100 3.869
H21 -1.385 2.740 5.446

Force components x, y, z for each atom (eV/Å):
Rb -0.204 -1.118 -0.104
N -0.062 0.020 -0.010
C 0.236 0.082 -0.036
N 0.106 -0.021 -0.024
C 0.181 -0.302 -0.079
N -0.122 0.273 0.017
N -0.160 0.209 0.125
C 0.177 -0.002 0.038
C -0.449 -0.061 0.001
C 0.177 -0.013 -0.126
C -0.008 -0.049 -0.086
C 0.040 0.050 0.057
C -0.111 0.025 -0.037
N 0.074 0.104 0.058
C -0.059 -0.151 -0.001
C 0.078 0.097 -0.002
C -0.153 0.036 0.022
C 0.018 -0.146 -0.021
C 0.014 0.050 0.006
C -0.096 0.017 0.016
H -0.008 -0.021 0.000
H 0.062 -0.015 0.009
H 0.063 -0.035 -0.026
H 0.009 0.017 0.034
H -0.012 0.004 0.020
H -0.021 -0.004 0.007
H 0.001 -0.023 0.010
H -0.006 0.013 0.002
H -0.018 0.022 0.002
H 0.031 -0.005 -0.004
H 0.028 -0.008 -0.003
Cl -0.016 -0.095 -0.026
Ge -0.062 -0.014 0.035
Cl 0.305 0.253 -0.082
Cl -0.074 0.395 -0.143
N -0.135 -0.080 0.090
C 0.130 0.183 -0.228
P -0.061 -0.464 -0.276
O 0.155 0.247 -0.009
O 0.056 0.380 0.401
C -0.085 0.023 0.269
N 0.245 0.106 0.321
H -0.064 0.003 0.038
H -0.049 -0.026 0.066
H -0.027 0.000 0.005
H -0.006 0.042 -0.003
H 0.007 0.034 -0.024
H 0.047 0.021 0.015
H -0.005 0.015 0.012
H -0.006 0.016 -0.005
H -0.173 -0.076 -0.320
H 0.012 -0.006 -0.001

Charge: +2
E_HOMO (spin up / spin down), eV: -13.184 / -13.184
Relative energy (zero: lowest compared OMol25 entry of this formula, charge and spin), kcal per mole: 12.71
2S+1: 2
Expectation value of S²: 0.764
LUMO (spin up / spin down), eV: -5.912 / -7.643

In the natural (NBO) picture, each atom carries the following charge in e: Rb 0.922; N -0.487; C 0.340; N -0.497; C 0.415; N -0.184; N -0.099; C 0.125; C 0.083; C -0.191; C -0.148; C -0.207; C 0.065; N -0.436; C -0.149; C -0.131; C -0.185; C -0.110; C -0.263; C 0.266; H 0.442; H 0.227; H 0.216; H 0.235; H 0.244; H 0.245; H 0.210; H 0.256; H 0.249; H 0.248; H 0.241; Cl -0.583; Ge 0.997; Cl -0.634; Cl -0.656; N -0.733; C -0.623; P 2.128; O -1.163; O -1.158; C -0.616; N -0.688; H 0.473; H 0.468; H 0.463; H 0.265; H 0.247; H 0.247; H 0.264; H 0.440; H 0.480; H 0.441

=====

no.,maximum force (eV/A),E (eV)
1,1.2,-167163.36784
2,4.3,-59731.50616
3,1.1,-135477.95001